DFT (ωB97M-V with the def2-TZVPD basis set) results for a cluster of 9 separate species, C18H57N15O9 in total at a distorted geometry.

Atoms and positions in Å:
1 C 4.89 2.07 -0.50
2 C 5.15 2.87 0.79
3 C 4.03 2.65 1.80
4 O 2.76 2.79 1.20
5 C 1.72 3.17 2.10
6 N 6.46 2.64 1.39
7 H 4.62 1.08 -0.14
8 H 5.74 2.11 -1.18
9 H 4.00 2.38 -1.05
10 H 5.13 3.95 0.64
11 H 4.32 3.35 2.60
12 H 4.00 1.63 2.21
13 H 1.86 4.21 2.37
14 H 1.82 2.60 3.03
15 H 0.73 3.06 1.66
16 H 7.03 2.33 0.61
17 H 6.46 1.76 1.92
18 C -0.90 -1.63 -3.99
19 C -2.27 -0.91 -3.76
20 C -3.38 -1.92 -3.39
21 O -4.22 -2.11 -4.50
22 C -3.99 -3.28 -5.26
23 N -2.05 0.02 -2.62
24 H -0.69 -2.15 -3.06
25 H -0.08 -0.99 -4.32
26 H -1.11 -2.37 -4.77
27 H -2.57 -0.39 -4.67
28 H -3.99 -1.54 -2.57
29 H -2.85 -2.82 -3.04
30 H -2.94 -3.57 -5.39
31 H -4.53 -3.32 -6.20
32 H -4.28 -4.13 -4.62
33 H -1.09 0.33 -2.74
34 H -2.60 0.87 -2.71
35 C -5.11 -1.92 1.02
36 C -5.28 -0.66 0.19
37 C -6.28 0.34 0.78
38 O -7.55 -0.21 1.01
39 C -8.44 0.76 1.49
40 N -3.99 0.01 0.12
41 H -6.08 -2.36 1.28
42 H -4.66 -1.86 2.02
43 H -4.59 -2.69 0.45
44 H -5.63 -0.99 -0.80
45 H -6.35 1.12 0.01
46 H -5.84 0.83 1.65
47 H -8.39 1.77 1.07
48 H -8.31 0.77 2.58
49 H -9.47 0.49 1.25
50 H -3.36 -0.66 -0.30
51 H -3.92 0.79 -0.53
52 C 2.47 0.10 -3.73
53 O 2.57 -0.82 -2.92
54 N 3.04 0.05 -4.95
55 N 1.66 1.18 -3.50
56 H 2.92 0.80 -5.60
57 H 3.71 -0.69 -5.05
58 H 1.71 2.05 -4.00
59 H 1.16 1.18 -2.63
60 C 1.69 5.05 -1.57
61 O 1.63 6.10 -2.20
62 N 0.94 3.95 -1.89
63 N 2.59 4.82 -0.57
64 H 0.42 4.10 -2.74
65 H 0.75 3.15 -1.32
66 H 2.70 3.87 -0.20
67 H 3.29 5.53 -0.43
68 C 0.73 0.18 -0.07
69 O 0.54 1.15 -0.80
70 N 1.62 0.16 0.98
71 N 0.07 -1.02 -0.20
72 H 1.65 -0.66 1.56
73 H 2.03 1.03 1.28
74 H 0.36 -1.73 0.44
75 H -0.76 -1.07 -0.76
76 C 5.01 -0.86 2.93
77 O 5.95 -0.14 2.63
78 N 4.55 -1.05 4.20
79 N 4.24 -1.51 2.01
80 H 3.71 -1.59 4.27
81 H 4.96 -0.74 5.06
82 H 3.31 -1.90 2.20
83 H 4.38 -1.18 1.07
84 C -1.26 -1.23 4.78
85 O -0.94 -2.11 5.57
86 N -0.40 -0.59 3.95
87 N -2.59 -0.91 4.58
88 H -0.67 0.15 3.34
89 H 0.52 -0.99 3.99
90 H -2.77 -0.02 4.16
91 H -3.15 -1.25 5.35
92 C 1.50 -3.57 2.08
93 O 1.63 -2.37 2.36
94 N 0.32 -4.27 2.16
95 N 2.52 -4.34 1.61
96 H -0.44 -3.73 2.54
97 H 0.32 -5.23 1.90
98 H 2.42 -5.31 1.41
99 H 3.46 -3.98 1.55

The calculation puts the energy above the lowest of the compared OMol25 structures with the same formula, charge and spin at 111.1 kJ/mol. The calculation puts the LUMO energy at 0.0010 Eh. The total energy is -60374.094 eV. The calculation puts the max |F| at 2.191 eV/Å.